ORCA calculation (ωB97M-V/def2-TZVPD) on a single C7H5BrFN molecule at a distorted geometry.

```
15
Properties=species:S:1:pos:R:3:forces:R:3
N 2.63639 1.70787 -1.66210 0.9 0.3 -0.6
C 1.81794 1.29157 -0.98749 -1.2 -0.2 0.5
C 0.68519 0.84771 -0.18403 -2.3 -1.8 -1.9
Br 0.38189 2.24086 1.16625 -0.3 -0.1 -0.3
C -0.68368 0.55350 -1.19560 2.8 -0.5 4.7
C -1.61121 -0.22121 -0.60318 1.0 0.8 0.2
F -2.82102 -0.22564 -1.11381 -1.3 -0.5 -0.6
C -1.44733 -1.03759 0.61238 0.6 -0.6 0.9
C -0.22327 -1.18667 1.11390 0.6 2.5 -1.6
C 0.97340 -0.48229 0.52914 0.5 2.4 2.5
H -0.71233 1.14811 -2.04271 -0.6 0.9 -1.4
H -2.21675 -1.58601 1.17560 -0.3 0.6 -1.0
H 0.16077 -1.68160 1.93290 -0.6 -1.7 1.9
H 1.73072 -0.16255 1.40282 -1.4 -1.4 -2.0
H 1.32930 -1.20607 -0.14409 1.4 -0.7 -1.1
```
Forces are in eV/Å.

Properties
ΔE to the lowest compared entry with this formula, charge and spin	0.461	eV
HOMO level	-9.55	eV
structure (SMILES)	N#C[C@@]1(Br)C=C(F)C=CC1

Mulliken atomic charge list, values in e, 5 entries: number 1, N, carries -0.43; number 2, C, carries 0.05; number 3, C, carries 0.48; number 4, Br, carries -0.04; number 5, C, carries -0.72